The following is a quantum chemistry calculation of a structure of composition C3H6O3Tb in a non-equilibrium geometry, from the Open Molecules 2025 dataset.

```
13
Properties=species:S:1:pos:R:3:forces:R:3:lowdin_spin:R:1
H 2.8316 -1.6459 -0.0174 -0.7531 2.0568 -1.6303 0.001
O 0.9383 -2.1864 0.3206 -1.6159 0.9520 -1.9866 0.002
Tb 2.6829 1.6036 -0.2140 -0.5213 -0.5253 -0.1267 6.881
O 0.4576 0.0238 -0.0418 0.7719 1.1895 -1.4734 0.045
C 1.0910 -1.1206 -0.2305 -0.4877 -2.5920 5.3452 0.011
O 2.3674 -0.7991 -0.4557 3.9859 -0.9395 -0.3354 0.056
C -0.8592 0.1117 0.5581 -1.3755 -0.1302 0.2193 0.002
C -1.7263 0.9269 -0.3693 -0.0513 -0.0270 -0.0299 0.001
H -1.2374 -0.9038 0.7109 0.1802 0.1729 -0.0114 0.000
H -0.7056 0.6007 1.5253 -0.0281 -0.1946 -0.1123 0.000
H -1.7681 0.4704 -1.3666 -0.1273 0.0504 0.2847 0.000
H -2.7385 0.9719 0.0528 0.2372 0.0980 -0.2071 0.000
H -1.3335 1.9469 -0.4724 -0.2151 -0.1110 0.0640 0.000
```
Forces are in eV/Å.

The LUMO energy (alpha / beta) is -0.342 / -0.374 Ha. Its total charge is +2. The HOMO energy (alpha / beta) comes out at -19.32 / -19.40 eV. Its multiplicity is 8. The value obtained for the relative energy (zero: lowest compared OMol25 entry of this formula, charge and spin) is 0.00 kJ/mol. Its energy is -1167.38035 hartree. Its frontier orbital gap (alpha / beta) is 10.02 / 9.23 eV.



The following is a quantum chemistry calculation of a cluster of 2 separate species, C3H6O4 in total in a non-equilibrium geometry, from the Open Molecules 2025 dataset.

```
13
Properties=species:S:1:pos:R:3:forces:R:3:nbo_charge:R:1
C -1.7359 -0.3453 0.2383 1.1730 1.1806 0.0842 -0.146
C -0.9332 -0.0091 -0.9374 -0.2174 -0.0740 -3.0367 -0.381
C 1.5149 0.0635 0.3358 0.5516 1.4604 -0.3431 1.017
O -1.3796 1.1101 0.0384 0.2152 0.6181 0.1724 -0.539
O 2.2729 0.6830 -0.5447 0.4256 0.1269 -0.4446 -0.655
O 1.6064 -1.2741 0.1904 -1.5441 0.4176 2.0142 -0.671
O 0.9945 0.7598 1.1964 -0.3592 -1.6713 -0.0393 -0.693
H -2.8065 -0.2047 0.3140 -0.2240 -1.1199 0.3131 0.199
H -1.0685 -0.8014 1.0065 -1.5347 0.2788 0.0249 0.179
H -1.4716 0.2167 -1.9508 0.3951 -0.4903 2.0648 0.155
H 2.6144 0.0369 -1.1633 0.1629 -0.1960 -0.4525 0.494
H 0.9117 -1.5871 0.8287 0.9669 -0.2317 -0.8610 0.500
H -0.5194 1.3518 0.4476 -0.0108 -0.2990 0.5035 0.542
```
Forces are in eV/Å.

The LUMO energy is 0.021 Ha. The HOMO energy comes out at -7.80 eV. The value obtained for the relative energy (zero: lowest compared OMol25 entry of this formula, charge and spin) is 449.40 kJ/mol. Its energy is -418.72308 hartree. Its frontier orbital gap is 8.36 eV.



The following is a quantum chemistry calculation of the ion C3H6O4P with charge -1 in a non-equilibrium geometry, from the Open Molecules 2025 dataset.

```
14
Properties=species:S:1:pos:R:3:forces:R:3:nbo_charge:R:1
C 0.9054 0.0526 -0.2742 -1.6911 0.1411 -1.1930 0.516
C 0.1250 -1.2333 -0.5692 1.9524 -1.4274 -0.5111 -0.651
C -0.0544 1.3430 -0.1984 0.8183 -3.0520 0.6397 -0.658
O 3.8344 1.2013 0.5397 0.2443 1.5357 0.1490 -1.142
O 3.8226 -1.2966 0.2011 0.0770 -1.1224 -0.2039 -1.147
O 1.6034 -0.1179 0.9380 0.5113 0.2752 0.5211 -0.824
O 1.9503 0.1431 -1.1885 1.9033 0.4326 1.3412 -0.808
P 3.1124 -0.0197 0.2204 -1.9988 -0.3459 -1.4177 2.473
H 0.8101 -2.0669 -0.1942 -1.1612 0.8790 -0.5108 0.231
H -0.1216 -1.4508 -1.6202 0.6951 0.5613 -0.0420 0.202
H -0.8282 -1.2741 -0.1478 -1.4449 -0.0766 1.5222 0.184
H 0.1932 1.6822 0.7751 0.1024 1.1586 0.7089 0.227
H -1.0734 0.9748 -0.1598 -0.3113 0.1716 -0.2043 0.184
H 0.1038 2.0135 -0.9935 0.3034 0.8694 -0.7994 0.214
```
Forces are in eV/Å.

The LUMO energy is 0.136 Ha. Its total charge is -1. The HOMO energy comes out at -5.06 eV. The value obtained for the relative energy (zero: lowest compared OMol25 entry of this formula, charge and spin) is 0.00 kJ/mol. Its energy is -760.39095 hartree. Its frontier orbital gap is 8.76 eV.



The following is a quantum chemistry calculation of a structure of composition C3H6O4S2 in a non-equilibrium geometry, from the Open Molecules 2025 dataset.

```
15
Properties=species:S:1:pos:R:3:forces:R:3:nbo_charge:R:1
C -1.0443 -1.3376 -1.5910 1.6392 0.7399 1.1075 -0.612
C -0.1234 0.5984 0.2502 1.3124 0.7816 1.3605 -0.704
C 1.1182 1.3853 0.8670 -0.5424 -1.7711 0.0354 -0.616
O 1.3826 -1.1660 -0.7016 1.3227 -1.9921 0.5266 -0.943
O 0.7905 0.6623 -2.1583 -0.6561 0.4347 -0.7883 -0.922
O -0.0934 -1.4590 2.1644 -1.0607 1.4932 -1.9037 -0.821
O -2.2562 -0.3280 1.7164 -1.6751 1.0411 0.2941 -0.854
S 0.3864 -0.2996 -1.1854 -1.0325 0.5015 -0.4473 2.141
S -0.9925 -0.7365 1.2268 2.8278 -2.0167 0.5979 1.859
H -1.9945 -0.9190 -1.9501 0.5910 -0.5350 0.1282 0.236
H -0.6156 -2.3524 -1.5337 -1.0710 0.3493 -0.4270 0.248
H -0.8261 1.3300 -0.0368 -1.4409 0.4895 -0.2188 0.262
H 1.3624 0.9326 1.8544 -0.0177 0.5350 -0.7271 0.248
H 0.9659 2.4530 0.9048 -0.4839 0.1267 0.2853 0.231
H 1.9400 1.2365 0.1729 0.2872 -0.1776 0.1766 0.246
```
Forces are in eV/Å.

The LUMO energy (alpha / beta) is -0.079 / -0.073 Ha. The HOMO energy (alpha / beta) comes out at -10.66 / -9.80 eV. The value obtained for the relative energy (zero: lowest compared OMol25 entry of this formula, charge and spin) is 273.26 kJ/mol. Its energy is -1215.06979 hartree. Its frontier orbital gap (alpha / beta) is 8.52 / 7.81 eV.



The following is a quantum chemistry calculation of the molecule C3H6O5 in a non-equilibrium geometry, from the Open Molecules 2025 dataset.

```
14
Properties=species:S:1:pos:R:3:forces:R:3:nbo_charge:R:1
O -2.6852 0.8897 -0.6340 0.2398 -0.8946 -0.3342 -0.487
C -1.5234 0.6808 -0.6790 1.5001 2.4654 -1.3989 0.814
O -0.7032 1.1723 -1.8341 -2.2706 -1.1201 -1.0144 -0.785
C -0.4825 0.7248 0.3838 1.2464 0.6081 -1.4284 -0.623
C 0.5128 -0.4399 0.3806 0.4222 -0.2448 0.4806 0.739
O 0.2884 -1.3552 1.4285 -0.1563 -0.0831 -0.1351 -0.737
O 0.4390 -1.2040 -0.7878 -0.1532 0.0815 -0.0413 -0.742
O 1.7880 0.1225 0.5010 -0.0928 0.2453 0.0636 -0.720
H 0.0355 0.5789 -2.0363 -0.2559 -0.2256 0.1876 0.494
H 0.0506 1.5898 -0.3220 -0.7448 -1.3052 3.6843 0.333
H -0.9458 0.8551 1.3596 0.4057 0.4689 0.0133 0.243
H 0.3379 -0.8952 2.2741 0.0532 0.0391 -0.0728 0.488
H 0.4411 -2.1350 -0.5334 -0.0429 0.0262 0.0067 0.502
H 2.4468 -0.5845 0.4989 -0.1508 -0.0612 -0.0111 0.480
```
Forces are in eV/Å.

The LUMO energy is 0.010 Ha. The HOMO energy comes out at -10.69 eV. The value obtained for the relative energy (zero: lowest compared OMol25 entry of this formula, charge and spin) is 207.20 kJ/mol. Its energy is -494.07171 hartree. Its frontier orbital gap is 10.96 eV.



The following is a quantum chemistry calculation of the ion C3H6OS with charge -2 in a non-equilibrium geometry, from the Open Molecules 2025 dataset.

```
11
Properties=species:S:1:pos:R:3:forces:R:3:nbo_charge:R:1
O -2.0457 -1.0944 1.7998 -1.2805 1.0330 -0.9649 -1.002
C -1.8347 -0.1034 0.8462 2.2470 -1.9796 -0.0869 -0.019
C -0.3094 -0.3047 0.3925 0.2574 0.2677 -0.2956 -0.430
C 0.1938 0.4869 -0.8138 -0.3250 0.0191 -0.7272 -0.509
S 2.0311 0.4542 -1.0575 -0.1695 0.2030 -0.0274 -0.814
H -1.9048 0.9231 1.2544 -0.1029 0.2872 -0.0124 0.075
H -2.4216 -0.0539 -0.1744 0.0903 -0.4525 1.2338 0.039
H 0.3638 -0.0273 1.1983 -0.1764 0.1940 0.6056 0.175
H -0.0157 -1.3828 0.2335 -0.9067 0.8161 0.0299 0.179
H -0.2549 0.0236 -1.7030 0.0296 0.0784 -0.0987 0.154
H -0.1964 1.5329 -0.8371 0.3367 -0.4664 0.3438 0.153
```
Forces are in eV/Å.

The LUMO energy is 0.233 Ha. Its total charge is -2. The HOMO energy comes out at 1.24 eV. The value obtained for the relative energy (zero: lowest compared OMol25 entry of this formula, charge and spin) is 43.01 kJ/mol. Its energy is -591.21530 hartree. Its frontier orbital gap is 5.10 eV.



The following is a quantum chemistry calculation of the molecule C3H6OS in a non-equilibrium geometry, from the Open Molecules 2025 dataset.

```
11
Properties=species:S:1:pos:R:3:forces:R:3:nbo_charge:R:1
C 2.3108 -0.5085 -0.1727 -1.5256 -0.3946 -1.2196 -0.741
C 0.8447 0.2127 0.0390 2.6097 -2.8770 0.2215 0.619
O 0.7788 1.3883 0.1144 -0.5772 1.3959 -0.1713 -0.526
C -0.2961 -0.7942 0.3130 2.5029 -0.5492 -2.6689 -0.669
S -1.7880 0.0747 -0.1231 -0.8581 -0.6423 0.2469 0.027
H 2.3633 -0.9030 -1.3074 -0.1106 0.7685 2.6408 0.231
H 2.4144 -1.4027 0.5594 0.0324 1.5941 -1.3059 0.224
H 3.0533 0.3114 -0.0464 -0.3753 -0.9151 0.0715 0.238
H 0.0227 -1.6962 -0.3780 -1.1829 1.5664 1.3452 0.234
H -0.0258 -1.0628 1.3203 -0.8054 -0.3250 0.7636 0.238
H -2.6071 -1.0090 -0.1700 0.2901 0.3783 0.0762 0.124
```
Forces are in eV/Å.

The LUMO energy is 0.026 Ha. The HOMO energy comes out at -9.28 eV. The value obtained for the relative energy (zero: lowest compared OMol25 entry of this formula, charge and spin) is 106.14 kJ/mol. Its energy is -591.29258 hartree. Its frontier orbital gap is 10.00 eV.



The following is a quantum chemistry calculation of a structure of composition C3H6OS in a non-equilibrium geometry, from the Open Molecules 2025 dataset.

```
11
Properties=species:S:1:pos:R:3:forces:R:3:nbo_charge:R:1
C -1.0377 -0.4907 0.2982 3.7485 3.9277 -0.9431 -0.057
C 0.4805 -0.4372 -0.4042 0.6009 -1.5725 -0.2380 -0.508
C 1.6647 0.2743 0.4196 -3.0961 1.5815 -1.4746 -0.229
H -2.0563 1.3206 -0.6492 3.2375 -2.3542 4.5052 0.472
H -1.5020 -1.0831 -0.4395 -1.3997 -0.7924 -0.0945 0.188
H -1.0026 -0.7618 1.3630 -0.2546 -0.4440 -0.6799 0.196
H 0.6744 -1.5708 -0.7137 0.1036 2.1807 0.8014 0.204
H 0.4402 0.1858 -1.3794 -0.4057 -1.2694 1.6559 0.234
H 1.8847 -0.2411 1.4586 0.2780 1.5615 -2.1523 0.224
O -1.4054 0.9382 0.3122 -3.5374 0.6520 -3.8962 -0.737
S 1.8595 1.8658 -0.2655 0.7250 -3.4710 2.5162 0.012
```
Forces are in eV/Å.

The LUMO energy is -0.022 Ha. The HOMO energy comes out at -8.54 eV. The value obtained for the relative energy (zero: lowest compared OMol25 entry of this formula, charge and spin) is 394.34 kJ/mol. Its energy is -591.18281 hartree. Its frontier orbital gap is 7.93 eV.



The following is a quantum chemistry calculation of the molecule C3H6OS in a non-equilibrium geometry, from the Open Molecules 2025 dataset.

```
11
Properties=species:S:1:pos:R:3:forces:R:3:nbo_charge:R:1
C -1.3940 -0.1867 -0.2877 -0.4651 -0.0691 0.1000 -0.438
C -0.1480 0.5259 -0.7791 1.5789 -0.6975 1.3555 -0.071
O 0.7535 -0.4684 -1.3497 -0.8650 0.0800 0.0657 -0.662
S 0.4479 -2.0317 -0.7204 0.0233 0.8919 -0.0124 0.479
C -0.9829 -1.5383 0.2763 0.1805 0.2744 0.2990 -0.557
H -2.0510 0.3968 0.3867 0.6840 -0.2114 -0.0826 0.230
H -2.0299 -0.4289 -1.1337 0.0469 0.3068 -0.4624 0.212
H 0.4958 1.1139 -0.0793 -0.8576 -0.7531 0.4054 0.178
H -0.4172 1.2690 -1.4641 -0.2911 0.7011 -1.8194 0.192
H -0.7971 -1.4695 1.3446 0.3646 -0.1657 0.0526 0.210
H -1.7532 -2.2639 0.0923 -0.3994 -0.3573 0.0984 0.227
```
Forces are in eV/Å.

The LUMO energy is 0.033 Ha. The HOMO energy comes out at -8.13 eV. The value obtained for the relative energy (zero: lowest compared OMol25 entry of this formula, charge and spin) is 122.03 kJ/mol. Its energy is -591.28652 hartree. Its frontier orbital gap is 9.04 eV.



The following is a quantum chemistry calculation of the molecule C3H6OS in a non-equilibrium geometry, from the Open Molecules 2025 dataset.

```
11
Properties=species:S:1:pos:R:3:forces:R:3:nbo_charge:R:1
C 0.5708 -0.6579 -0.6110 1.2953 0.4779 -0.8210 -0.063
C -0.1441 0.6950 -1.0790 1.0210 -0.4914 0.6162 -0.545
S -1.6197 0.9310 0.1307 2.0305 -0.2483 -0.4421 0.134
C -0.5696 -0.0254 1.3550 0.9518 0.7741 1.4028 -0.184
O -0.0097 -0.9777 0.5648 -0.3488 -2.7968 2.0788 -0.536
H 0.5150 -1.6633 -1.1273 0.0762 1.6409 -0.5042 0.204
H 1.6911 -0.3793 -0.4310 -1.5759 -0.5527 -0.5536 0.150
H -0.2977 0.7898 -2.1780 -0.4744 -0.0699 1.0320 0.242
H 0.6806 1.3728 -0.7721 -1.1158 0.4231 -0.4142 0.210
H 0.2922 0.4685 1.9750 -1.4839 0.3752 -1.4308 0.171
H -1.1090 -0.5534 2.1731 -0.3761 0.4679 -0.9638 0.216
```
Forces are in eV/Å.

The LUMO energy is 0.035 Ha. The HOMO energy comes out at -9.00 eV. The value obtained for the relative energy (zero: lowest compared OMol25 entry of this formula, charge and spin) is 178.09 kJ/mol. Its energy is -591.26517 hartree. Its frontier orbital gap is 9.94 eV.



The following is a quantum chemistry calculation of a structure of composition C3H6OS2 in a non-equilibrium geometry, from the Open Molecules 2025 dataset.

```
12
Properties=species:S:1:pos:R:3:forces:R:3:nbo_charge:R:1
C 0.9120 -0.1201 0.7246 2.3455 -0.5715 0.7868 -0.673
C -0.1739 -0.6354 -0.3263 0.1501 0.7522 1.8204 -0.003
C -0.9124 0.6940 -0.3084 0.0999 -1.2718 -0.4682 -0.348
H 0.8001 0.7609 1.6797 -0.2194 -2.4873 -3.5996 0.265
H 1.2609 -1.1376 1.4130 -0.0859 2.7932 -2.5989 0.245
H 1.4944 0.3015 -0.4292 0.2101 -0.8707 4.8816 0.221
H 0.4639 -1.0486 -1.1136 -0.4112 1.2867 -0.7624 0.214
H -1.4159 -1.7316 0.8161 1.5063 0.1749 -3.0651 0.483
H 0.9338 1.6043 -1.8147 -2.5318 0.0821 0.7650 0.121
O -0.9033 -1.7638 -0.1133 -2.7632 -0.9123 4.1968 -0.695
S -0.4385 1.9375 -1.3094 2.7445 1.5986 -2.2785 0.177
S -2.0210 1.1389 0.7816 -1.0449 -0.5741 0.3221 -0.008
```
Forces are in eV/Å.

The LUMO energy is -0.014 Ha. The HOMO energy comes out at -8.88 eV. The value obtained for the relative energy (zero: lowest compared OMol25 entry of this formula, charge and spin) is 481.99 kJ/mol. Its energy is -989.34495 hartree. Its frontier orbital gap is 8.49 eV.



The following is a quantum chemistry calculation of the molecule C3H6OS2 in a non-equilibrium geometry, from the Open Molecules 2025 dataset.

```
12
Properties=species:S:1:pos:R:3:forces:R:3:nbo_charge:R:1
O -0.2705 -1.0904 0.5884 -3.7707 -4.3628 2.6948 -0.730
C 0.5059 -0.1315 0.1844 -1.1682 3.3620 -0.9604 0.020
C 0.3303 1.0769 1.0575 0.6344 0.7532 0.0568 -0.257
S -0.6391 1.2009 2.3382 0.1038 -0.1503 -0.3451 0.056
C 0.0775 0.2564 -1.2997 0.4864 -0.3097 1.2397 -0.523
S 0.3902 -1.1321 -2.4381 -0.9466 -0.0793 -0.0043 -0.032
H -0.8239 -0.9341 1.4410 1.5730 0.3011 -1.8925 0.495
H 1.5204 -0.4106 0.2358 1.7396 -0.2618 -0.2721 0.187
H 0.9780 1.9067 0.7806 -0.0652 0.1868 0.0315 0.195
H -0.9781 0.6177 -1.2475 0.9174 -0.3163 -0.3864 0.234
H 0.7815 1.0165 -1.6190 -0.2323 0.4322 -0.3167 0.214
H -0.8140 -1.7838 -2.3520 0.7284 0.4448 0.1547 0.141
```
Forces are in eV/Å.

The LUMO energy is -0.021 Ha. The HOMO energy comes out at -9.07 eV. The value obtained for the relative energy (zero: lowest compared OMol25 entry of this formula, charge and spin) is 155.94 kJ/mol. Its energy is -989.46914 hartree. Its frontier orbital gap is 8.50 eV.